1.
Here is 2 unconnected molecules or ions with the total composition C3H7N from the OMol25 dataset. Energies are from ωB97M-V with the def2-TZVPD basis set.

The max |F| is 0.781 eV Å⁻¹. The lowest unoccupied orbital energy comes out at 0.0480 Eh. Its total energy is -173.18656 hartree. As for the energy relative to the best compared isomer or geometry (same formula, charge and spin): 34.8 kcal/mol. Its SMILES is C=C.C=N. Its molar mass is 57.1 g/mol. The orbital gap comes out at 11.353 eV.

Atoms and positions in Å:
1 C 0.06 3.80 -3.99
2 C 1.04 3.16 -4.61
3 H -0.43 4.67 -4.41
4 H -0.40 3.46 -3.06
5 H 1.44 3.43 -5.57
6 H 1.51 2.33 -4.10
7 C -0.35 -4.35 4.95
8 N -1.03 -3.38 5.38
9 H 0.46 -4.10 4.27
10 H -0.47 -5.41 5.16
11 H -1.82 -3.61 5.97

Mulliken atomic charge list, values in e, 4 entries: -0.449 -0.418 0.217 0.215

***

2.
Here is 8 unconnected molecules or ions with the total composition C22H62N5O13 from the OMol25 dataset. Energies are from ωB97M-V with the def2-TZVPD basis set.

The max |F| is 2.126 eV Å⁻¹. The lowest unoccupied orbital energy comes out at 0.0875 Eh. The net charge is -1. Its total energy is -2127.17928 hartree. As for the energy relative to the best compared isomer or geometry (same formula, charge and spin): 5.3 kcal/mol. Its molar mass is 604.8 g/mol. The orbital gap comes out at 9.040 eV.

Atoms and positions in Å:
1 N 3.76 -7.42 -10.10
2 O 3.26 -7.46 -11.25
3 O 3.46 -6.51 -9.30
4 O 4.65 -8.26 -9.78
5 C 7.84 -6.97 -8.35
6 C 6.92 -5.81 -8.04
7 O 5.72 -6.21 -7.40
8 O 7.39 -7.71 -9.48
9 H 7.99 -7.63 -7.49
10 H 8.79 -6.51 -8.62
11 H 6.75 -5.22 -8.95
12 H 7.38 -5.13 -7.30
13 H 5.09 -6.59 -8.03
14 H 6.43 -7.90 -9.40
15 C 2.68 -7.09 -15.63
16 C 2.10 -7.93 -14.50
17 O 1.64 -7.15 -13.39
18 O 1.84 -6.11 -16.22
19 H 2.98 -7.77 -16.43
20 H 3.57 -6.58 -15.25
21 H 2.91 -8.58 -14.14
22 H 1.25 -8.56 -14.79
23 H 2.30 -7.20 -12.67
24 H 1.52 -5.53 -15.50
25 C 7.21 -12.32 -11.62
26 C 6.80 -10.94 -11.13
27 O 5.48 -10.90 -10.58
28 O 8.59 -12.23 -11.99
29 H 6.66 -12.60 -12.51
30 H 7.09 -13.11 -10.87
31 H 6.91 -10.21 -11.94
32 H 7.44 -10.66 -10.29
33 H 5.22 -9.98 -10.43
34 H 9.15 -12.61 -11.32
35 C -4.52 -5.13 -8.80
36 C -3.65 -6.27 -9.40
37 C -2.23 -6.23 -8.87
38 O -1.42 -6.92 -9.81
39 C -0.05 -6.68 -9.57
40 N -4.30 -7.56 -9.15
41 H -5.53 -5.19 -9.21
42 H -4.13 -4.19 -9.21
43 H -4.45 -5.13 -7.72
44 H -3.58 -6.11 -10.47
45 H -2.14 -6.76 -7.91
46 H -1.88 -5.20 -8.73
47 H 0.30 -7.34 -8.77
48 H 0.21 -5.65 -9.34
49 H 0.56 -7.01 -10.42
50 H -4.43 -7.80 -8.17
51 H -5.26 -7.50 -9.47
52 C 3.29 0.84 -7.99
53 C 3.90 0.12 -9.18
54 C 3.76 -1.41 -9.10
55 O 4.25 -1.96 -7.92
56 C 3.84 -3.30 -7.75
57 N 3.25 0.59 -10.41
58 H 3.78 0.67 -7.03
59 H 2.26 0.52 -7.78
60 H 3.26 1.91 -8.18
61 H 4.94 0.43 -9.22
62 H 4.14 -1.81 -10.05
63 H 2.68 -1.63 -9.16
64 H 4.31 -3.90 -6.98
65 H 3.93 -3.85 -8.70
66 H 2.75 -3.31 -7.58
67 H 3.45 -0.09 -11.15
68 H 2.25 0.45 -10.31
69 C 1.23 -3.11 -11.67
70 C 2.13 -3.43 -12.87
71 C 3.44 -4.10 -12.46
72 O 4.12 -3.29 -11.54
73 C 5.25 -3.96 -11.00
74 N 1.40 -4.23 -13.87
75 H 0.30 -2.62 -11.97
76 H 1.71 -2.48 -10.92
77 H 0.86 -4.02 -11.20
78 H 2.35 -2.47 -13.34
79 H 4.02 -4.14 -13.39
80 H 3.23 -5.12 -12.12
81 H 5.97 -4.16 -11.82
82 H 4.94 -4.92 -10.58
83 H 5.75 -3.28 -10.32
84 H 0.47 -3.83 -13.93
85 H 1.25 -5.17 -13.51
86 C 5.77 -10.05 -6.96
87 C 5.88 -11.55 -6.86
88 C 5.60 -12.09 -5.47
89 O 6.65 -11.92 -4.53
90 C 7.87 -12.49 -4.90
91 N 4.92 -12.15 -7.81
92 H 4.73 -9.71 -6.89
93 H 6.10 -9.74 -7.95
94 H 6.32 -9.52 -6.17
95 H 6.86 -11.86 -7.25
96 H 5.40 -13.18 -5.47
97 H 4.67 -11.68 -5.06
98 H 8.43 -11.84 -5.59
99 H 7.80 -13.46 -5.41
100 H 8.43 -12.64 -3.98
101 H 4.94 -13.16 -7.76
102 H 5.07 -11.84 -8.76

Mulliken atomic charge list, values in e, 4 entries: 0.929 -0.838 -0.726 -0.829

***

3.
Here is a molecular structure, C34H44Br2N12OSiSr from the OMol25 dataset. Energies are from ωB97M-V with the def2-TZVPD basis set.

The max |F| is 1.961 eV Å⁻¹. The lowest unoccupied orbital energy comes out at -0.0035 Eh. Its total energy is -7522.61561 hartree. As for the energy relative to the best compared isomer or geometry (same formula, charge and spin): 30.6 kcal/mol. Its molar mass is 912.3 g/mol. The orbital gap comes out at 6.412 eV.

Atoms and positions in Å:
1 Sr -0.21 0.30 0.23
2 C 1.30 -2.25 2.59
3 C 0.91 -1.06 3.41
4 C 1.14 -1.02 4.80
5 C 0.79 0.08 5.52
6 C 0.17 1.18 4.87
7 C -0.24 2.36 5.53
8 Br 0.02 2.58 7.40
9 C -0.84 3.36 4.83
10 C -1.06 3.24 3.45
11 Br -1.89 4.68 2.55
12 C -0.70 2.12 2.72
13 O -0.92 1.97 1.45
14 C -0.04 1.07 3.48
15 N 0.35 -0.05 2.78
16 H 1.42 -3.14 3.21
17 H 2.25 -2.08 2.08
18 H 0.54 -2.45 1.82
19 H 1.60 -1.88 5.29
20 H 0.96 0.12 6.58
21 H -1.15 4.27 5.34
22 C 5.73 0.97 -1.27
23 N 4.83 0.83 -0.13
24 C 5.17 -0.28 0.74
25 C 3.47 1.05 -0.32
26 N 2.52 0.30 0.10
27 N 3.23 2.24 -1.00
28 C 2.00 2.84 -1.27
29 N 2.16 4.09 -1.82
30 N 0.89 2.28 -1.00
31 H 6.76 0.97 -0.90
32 H 5.58 1.91 -1.80
33 H 5.62 0.16 -1.99
34 H 6.24 -0.22 0.98
35 H 4.98 -1.26 0.28
36 H 4.62 -0.22 1.68
37 H 2.90 -0.54 0.53
38 H 4.01 2.87 -1.00
39 H 3.02 4.33 -2.28
40 H 1.34 4.56 -2.15
41 H 0.10 2.86 -1.29
42 C -2.07 -1.53 0.49
43 Si -2.13 -2.80 -0.75
44 C -0.37 -3.42 -1.09
45 N 0.66 -2.36 -1.14
46 C 0.48 -1.49 -2.31
47 C 0.78 -2.17 -3.65
48 C 1.99 -3.10 -3.53
49 C 2.85 -2.70 -2.34
50 C 2.04 -2.88 -1.05
51 C -3.14 -4.36 -0.35
52 C -4.41 -4.62 -0.88
53 C -5.17 -5.72 -0.47
54 C -4.67 -6.59 0.48
55 C -3.42 -6.36 1.03
56 C -2.67 -5.26 0.62
57 C -2.93 -2.19 -2.36
58 C -3.72 -1.04 -2.37
59 C -4.43 -0.66 -3.51
60 C -4.36 -1.42 -4.67
61 C -3.57 -2.57 -4.68
62 C -2.87 -2.94 -3.54
63 H -1.82 -2.00 1.46
64 H -3.06 -1.06 0.62
65 H -0.34 -4.07 -1.98
66 H -0.12 -4.08 -0.24
67 H 1.13 -0.61 -2.19
68 H -0.55 -1.13 -2.30
69 H 0.97 -1.39 -4.40
70 H -0.10 -2.71 -4.00
71 H 2.57 -3.10 -4.46
72 H 1.66 -4.13 -3.38
73 H 3.17 -1.65 -2.45
74 H 3.76 -3.30 -2.28
75 H 2.58 -2.44 -0.21
76 H 1.98 -3.95 -0.85
77 H -4.82 -3.96 -1.63
78 H -6.14 -5.89 -0.91
79 H -5.26 -7.44 0.80
80 H -3.02 -7.03 1.79
81 H -1.70 -5.09 1.09
82 H -3.79 -0.43 -1.48
83 H -5.04 0.24 -3.49
84 H -4.92 -1.14 -5.55
85 H -3.52 -3.18 -5.57
86 H -2.27 -3.85 -3.57
87 N -1.31 -0.73 -6.09
88 N -0.79 0.22 -5.20
89 N 0.45 0.65 -5.26
90 C 0.51 1.39 -4.16
91 N -0.65 1.39 -3.48
92 N -1.48 0.64 -4.19
93 H -1.25 -0.33 -7.02
94 H -2.27 -0.89 -5.80
95 H 1.40 1.91 -3.85

Mulliken atomic charge list, values in e, 4 entries: 1.768 -0.547 0.235 -1.154